(1)
Here is a 3-piece molecular cluster, C45H44BrClF4O8S2 overall in a non-equilibrium geometry from the Open Molecules 2025 dataset. Energies are from ωB97M-V with the def2-TZVPD basis set.

```
! wB97M-V def2-TZVPD RIJCOSX def2/J DEFGRID3
* xyz 0 1
C 1.94 -2.34 -1.74
C 1.17 -2.78 -3.16
O -0.18 -2.20 -3.08
C -1.23 -3.16 -3.42
C -2.79 -2.69 -3.02
C -2.77 -2.43 -1.42
F -1.60 -3.05 -0.68
F -2.84 -1.04 -0.92
F -3.93 -2.96 -0.60
C -3.19 -1.43 -3.98
C -3.27 -1.75 -5.62
S -4.84 -2.37 -6.35
C -5.93 -1.03 -7.07
C -7.35 -1.79 -7.53
C -2.27 -0.12 -4.07
C -1.58 0.69 -2.90
C -0.52 1.79 -3.60
F -2.62 1.56 -2.24
C -4.74 -1.00 -3.56
S -5.84 -2.47 -3.07
O -7.11 -2.56 -4.01
O -6.49 -2.04 -1.70
O -5.11 -3.96 -3.11
C -3.68 -4.07 -3.26
Cl -3.22 -5.46 -2.03
C -3.38 -4.95 -4.59
Br -2.07 -6.49 -4.31
C -4.81 -5.72 -5.00
C -4.38 -6.73 -6.27
H 2.90 -1.68 -1.94
H 1.20 -1.63 -1.14
H 2.13 -3.27 -1.05
H 1.21 -3.94 -3.34
H 1.83 -2.30 -4.03
H -0.90 -4.16 -2.86
H -1.09 -3.41 -4.55
H -2.37 -2.44 -5.98
H -3.08 -0.76 -6.28
H -6.27 -0.20 -6.30
H -5.43 -0.43 -7.98
H -8.29 -1.17 -7.13
H -7.41 -2.84 -6.98
H -7.38 -1.92 -8.70
H -1.38 -0.38 -4.83
H -2.91 0.68 -4.68
H -0.91 0.11 -2.12
H -1.08 2.31 -4.49
H -0.37 2.62 -2.77
H 0.49 1.28 -3.93
H -4.63 -0.30 -2.60
H -5.25 -0.29 -4.38
H -3.01 -4.45 -5.55
H -5.61 -5.00 -5.44
H -5.23 -6.39 -4.14
H -4.22 -7.84 -5.94
H -3.49 -6.26 -6.88
H -5.32 -6.71 -7.01
C -0.59 -1.95 2.87
C -0.59 -0.64 2.40
C 0.55 0.15 2.55
C 1.68 -0.36 3.20
C 1.67 -1.67 3.69
C 0.53 -2.47 3.52
C 2.84 -2.21 4.42
O 2.83 -3.35 4.85
C 4.02 -1.34 4.62
C 5.11 -1.82 5.35
C 6.24 -1.01 5.53
C 6.28 0.27 4.98
C 5.19 0.75 4.25
C 4.05 -0.06 4.08
C 2.89 0.48 3.34
O 2.92 1.60 2.85
H -1.48 -2.57 2.74
H -1.47 -0.23 1.90
H 0.55 1.17 2.17
H 0.52 -3.49 3.89
H 5.09 -2.82 5.78
H 7.08 -1.38 6.11
H 7.16 0.89 5.12
H 5.23 1.75 3.83
C 1.92 5.67 3.03
C 3.01 4.87 2.68
C 4.13 4.82 3.52
C 4.16 5.57 4.70
C 3.08 6.39 5.03
C 1.96 6.43 4.20
C 3.13 7.23 6.24
O 2.18 7.95 6.54
C 4.33 7.20 7.09
C 4.41 8.04 8.21
C 5.54 8.01 9.03
C 6.60 7.14 8.73
C 6.52 6.31 7.61
C 5.39 6.35 6.79
C 5.34 5.50 5.58
O 6.27 4.74 5.32
H 1.05 5.70 2.38
H 2.99 4.29 1.77
H 4.98 4.19 3.25
H 1.10 7.05 4.46
H 3.59 8.72 8.45
H 5.61 8.66 9.90
H 7.48 7.11 9.37
H 7.35 5.64 7.39
*
```

Highest occupied orbital energy ... -0.3421 Ha
Kohn-Sham gap ... 0.3048 Eh
Lowest unoccupied orbital energy ... -1.01 eV

Löwdin population analysis, charges in e, atoms 1 to 6: -0.08, -0.22, -0.24, -0.15, -0.13, -0.17

(2)
Here is a 4-piece molecular cluster, CH12N3O3 overall in a non-equilibrium geometry from the Open Molecules 2025 dataset. Energies are from ωB97M-V with the def2-TZVPD basis set.

```
! wB97M-V def2-TZVPD RIJCOSX def2/J DEFGRID3
* xyz 1 1
N -1.30 -2.14 -0.44
C -0.29 -1.26 -0.71
N 0.99 -1.62 -0.51
N -0.51 -0.16 -1.51
H -1.03 -3.15 -0.28
H -2.15 -1.75 -0.73
H 1.77 -0.86 -0.51
H 1.30 -2.46 0.00
H 0.20 0.65 -1.50
H -1.39 0.38 -1.57
H 1.21 3.24 1.91
H 0.84 2.08 2.88
O 1.39 2.30 2.17
H -3.07 0.37 0.35
H -2.28 1.25 1.26
O -2.25 0.66 0.51
H 2.05 1.23 0.75
H 2.11 1.83 -0.68
O 1.85 1.06 -0.22
*
```

Highest occupied orbital energy ... -0.5327 Ha
Kohn-Sham gap ... 0.4281 Eh
Lowest unoccupied orbital energy ... -2.85 eV

natural (NBO) population analysis, charges in e, atoms 1 to 6: -0.77, 0.70, -0.79, -0.79, 0.44, 0.41

(3)
Here is one molecule with the formula H3OP in a non-equilibrium geometry from the Open Molecules 2025 dataset. Energies are from ωB97M-V with the def2-TZVPD basis set.

```
! wB97M-V def2-TZVPD RIJCOSX def2/J DEFGRID3
* xyz 0 3
O -1.04 -0.04 -0.12
P 0.93 0.20 -0.27
H -1.56 0.68 -0.35
H 0.82 0.36 1.21
H 0.84 -1.20 -0.48
*
```

Highest occupied orbital energy (spin up / spin down) ... -0.2450 / -0.3850 Ha
Kohn-Sham gap (spin up / spin down) ... 0.2853 / 0.2643 Eh
Lowest unoccupied orbital energy (spin up / spin down) ... 1.09 / -3.28 eV

How is the electron density shared among the atoms? According to natural (NBO), the charges in e are: -0.85, 0.39, 0.46, 0.02, -0.02

(4)
Here is one molecule with the formula C7H12 from the Open Molecules 2025 dataset. Energies are from ωB97M-V with the def2-TZVPD basis set.

```
! wB97M-V def2-TZVPD RIJCOSX def2/J DEFGRID3
* xyz 0 1
C -3.86 -0.36 1.20
C -2.70 -0.01 0.37
C -1.73 0.27 -0.29
C -0.46 0.53 -0.98
C 0.71 0.04 -0.13
C 2.08 0.21 -0.78
C 3.20 -0.26 0.14
H -3.53 -0.75 2.17
H -4.46 -1.13 0.72
H -4.50 0.51 1.38
H -0.36 1.61 -1.19
H -0.45 0.03 -1.96
H 0.69 0.58 0.83
H 0.55 -1.02 0.11
H 2.24 1.26 -1.05
H 2.11 -0.36 -1.72
H 3.27 0.38 1.03
H 3.01 -1.28 0.50
H 4.18 -0.26 -0.36
*
```

Highest occupied orbital energy ... -0.3433 Ha
Kohn-Sham gap ... 0.3830 Eh
SMILES ... CC#CCCCC
Lowest unoccupied orbital energy ... 1.08 eV

natural (NBO) population analysis, charges in e, atoms 1 to 6: -0.68, -0.01, -0.02, -0.46, -0.37, -0.40

(5)
Here is a 2-piece molecular cluster, C3H10OS overall in a non-equilibrium geometry from the Open Molecules 2025 dataset. Energies are from ωB97M-V with the def2-TZVPD basis set.

```
! wB97M-V def2-TZVPD RIJCOSX def2/J DEFGRID3
* xyz -1 2
C -2.23 0.45 1.31
C -0.77 0.15 0.98
S -0.36 0.52 -0.73
C 1.39 0.90 -0.49
H -2.33 0.27 2.39
H -2.53 1.48 1.10
H -2.86 -0.30 0.84
H -0.14 0.70 1.62
H -0.59 -0.90 1.20
H 1.90 1.20 -1.40
H 1.84 0.07 0.07
H 1.49 1.78 0.18
H 1.80 -2.86 -2.14
H 1.79 -1.34 -2.20
O 1.61 -2.13 -2.74
*
```

Highest occupied orbital energy (spin up / spin down) ... 0.0406 / -0.1799 Ha
Kohn-Sham gap (spin up / spin down) ... 0.0909 / 0.3090 Eh
Lowest unoccupied orbital energy (spin up / spin down) ... 3.58 / 3.51 eV

natural (NBO) population analysis, charges in e, atoms 1 to 6: -0.61, -0.56, 0.08, -1.23, 0.19, 0.21

(6)
Here is an isolated ion of composition C3H10NS and charge +1 in a non-equilibrium geometry from the Open Molecules 2025 dataset. Energies are from ωB97M-V with the def2-TZVPD basis set.

```
! wB97M-V def2-TZVPD RIJCOSX def2/J DEFGRID3
* xyz 1 1
C 0.39 0.61 -1.18
C -0.26 0.27 0.20
C -1.08 -1.08 -0.01
N 0.83 -0.14 1.20
S -1.21 1.65 0.89
H 0.82 1.63 -1.21
H 1.31 -0.02 -1.29
H -0.26 0.30 -1.94
H -1.65 -1.23 0.87
H -1.79 -0.83 -0.85
H -0.40 -1.96 -0.08
H 0.33 -0.63 2.02
H 1.42 -0.97 0.75
H 1.43 0.55 1.51
H -2.46 0.89 0.96
*
```

Highest occupied orbital energy ... -0.5171 Ha
Kohn-Sham gap ... 0.3766 Eh
SMILES ... CC(C)([NH3+])S
Lowest unoccupied orbital energy ... -3.82 eV

natural (NBO) population analysis, charges in e, atoms 1 to 6: -0.63, -0.01, -0.63, -0.71, 0.04, 0.25

(7)
Here is one molecule with the formula C5H8O in a non-equilibrium geometry from the Open Molecules 2025 dataset. Energies are from ωB97M-V with the def2-TZVPD basis set.

```
! wB97M-V def2-TZVPD RIJCOSX def2/J DEFGRID3
* xyz 0 1
O 1.80 -0.68 1.70
C 0.87 -0.30 1.03
C 0.86 0.95 0.18
C 0.06 0.55 -1.07
C -1.11 -0.24 -0.52
C -0.45 -1.04 0.71
H 0.32 1.72 0.75
H 1.87 1.30 -0.03
H -0.22 1.39 -1.70
H 0.65 -0.17 -1.66
H -1.65 -0.86 -1.25
H -1.88 0.47 -0.15
H -1.32 -0.80 1.28
H -0.23 -2.12 0.69
*
```

Highest occupied orbital energy ... -0.3487 Ha
Kohn-Sham gap ... 0.3835 Eh
SMILES ... O=C1CCCC1
Lowest unoccupied orbital energy ... 0.95 eV

natural (NBO) population analysis, charges in e, atoms 1 to 6: -0.53, 0.61, -0.52, -0.40, -0.38, -0.56

(8)
Here is H2N2O4S as an isolated structure in a non-equilibrium geometry from the Open Molecules 2025 dataset. Energies are from ωB97M-V with the def2-TZVPD basis set.

```
! wB97M-V def2-TZVPD RIJCOSX def2/J DEFGRID3
* xyz 0 1
N -0.34 -1.96 0.26
N 0.04 -1.17 0.94
O -0.75 -2.69 -0.50
O -0.55 -0.13 -1.26
O 1.17 1.14 1.28
O -0.90 1.60 0.15
S 0.25 0.78 -0.10
H -1.27 0.34 -1.56
H 0.81 1.79 1.96
*
```

Highest occupied orbital energy ... -0.3735 Ha
Kohn-Sham gap ... 0.3328 Eh
Lowest unoccupied orbital energy ... -1.11 eV

natural (NBO) population analysis, charges in e, atoms 1 to 6: 0.51, -0.17, -0.26, -0.98, -0.94, -0.88

(9)
Here is one molecule with the formula CH2O3 in a non-equilibrium geometry from the Open Molecules 2025 dataset. Energies are from ωB97M-V with the def2-TZVPD basis set.

```
! wB97M-V def2-TZVPD RIJCOSX def2/J DEFGRID3
* xyz 0 1
O 0.68 -1.00 0.98
C 0.20 -0.30 0.10
O 0.64 -0.31 -1.22
O -0.72 0.60 0.42
H 0.06 0.37 -1.71
H -0.86 0.65 1.43
*
```

Highest occupied orbital energy ... -0.4041 Ha
Kohn-Sham gap ... 0.4154 Eh
SMILES ... O=C(O)O
Lowest unoccupied orbital energy ... 0.31 eV

How is the electron density shared among the atoms? According to natural (NBO), the charges in e are: -0.62, 0.97, -0.67, -0.71, 0.50, 0.53

(10)
Here is CH5CrO2 as an isolated structure in a non-equilibrium geometry from the Open Molecules 2025 dataset. Energies are from ωB97M-V with the def2-TZVPD basis set.

```
! wB97M-V def2-TZVPD RIJCOSX def2/J DEFGRID3
* xyz 1 5
O 0.18 0.20 -0.05
H -0.98 -0.40 -0.11
C 1.12 0.16 1.01
H 2.07 -0.29 0.66
H 1.36 1.18 1.34
H 0.74 -0.44 1.84
Cr 0.39 0.22 -1.91
O -1.31 -0.55 -1.79
H -2.13 -0.09 -1.96
*
```

Highest occupied orbital energy (spin up / spin down) ... -0.5531 / -0.5868 Ha
Kohn-Sham gap (spin up / spin down) ... 0.3429 / 0.3748 Eh
Lowest unoccupied orbital energy (spin up / spin down) ... -5.72 / -5.77 eV

natural (NBO) population analysis, charges in e, atoms 1 to 6: -0.86, 0.60, -0.26, 0.18, 0.21, 0.22

(11)
Here is one molecule with the formula C2HFINO2 in a non-equilibrium geometry from the Open Molecules 2025 dataset. Energies are from ωB97M-V with the def2-TZVPD basis set.

```
! wB97M-V def2-TZVPD RIJCOSX def2/J DEFGRID3
* xyz 0 1
O -1.30 1.33 0.72
N -0.36 1.02 -0.02
O -0.07 -0.32 -0.11
C 0.35 1.94 -0.50
C 0.51 2.95 -1.28
F 1.29 3.99 -1.11
I -1.05 3.29 -2.85
H -0.81 -0.69 0.46
*
```

Highest occupied orbital energy ... -0.3554 Ha
Kohn-Sham gap ... 0.3171 Eh
SMILES ... [O-][N+](O)=C=C(F)I
Lowest unoccupied orbital energy ... -1.04 eV

natural (NBO) population analysis, charges in e, atoms 1 to 6: -0.45, 0.38, -0.49, -0.01, 0.30, -0.29

(12)
Here is an isolated ion of composition C4H6NS and charge +1 in a non-equilibrium geometry from the Open Molecules 2025 dataset. Energies are from ωB97M-V with the def2-TZVPD basis set.

```
! wB97M-V def2-TZVPD RIJCOSX def2/J DEFGRID3
* xyz 1 1
C 1.24 0.09 0.06
C 0.40 -1.24 0.03
C -0.38 1.82 -0.02
C -1.11 -1.27 -0.08
N 0.94 1.32 0.04
S -1.82 0.18 0.16
H 2.24 -0.12 0.33
H 0.75 -1.94 -0.83
H 0.64 -1.49 1.06
H -0.67 2.55 0.70
H -0.62 2.31 -1.04
H -1.61 -2.21 -0.40
*
```

Highest occupied orbital energy ... -0.5360 Ha
Kohn-Sham gap ... 0.3077 Eh
Lowest unoccupied orbital energy ... -6.21 eV

natural (NBO) population analysis, charges in e, atoms 1 to 6: 0.19, -0.57, -0.14, -0.17, -0.36, 0.46